# 1
Formula: C19H23Cl2N4O4P
Source: the OMol25 dataset
Level of theory: ωB97M-V with the def2-TZVPD basis set

Structure (XYZ):
```
53
Properties=species:S:1:pos:R:3:nbo_charge:R:1
C -1.048 4.521 0.701 -0.6374
C -0.229 3.688 -0.263 -0.1873
Cl -0.659 4.104 -1.953 -0.0448
C 1.292 3.834 -0.089 -0.2618
Cl 1.804 5.528 -0.183 -0.0086
C 1.744 3.140 1.159 -0.0684
C 2.282 3.502 2.331 -0.4157
P 2.704 5.188 3.004 1.2804
N 4.261 4.788 3.626 -1.1689
O 1.838 5.101 4.408 -0.9802
C 2.484 2.236 3.115 0.7600
O 2.815 2.079 4.239 -0.4902
O 2.129 1.154 2.313 -0.4902
C 1.646 1.634 1.135 0.7659
O 1.230 0.932 0.271 -0.5253
H -0.799 4.263 1.735 0.2137
H -0.879 5.585 0.539 0.2350
H -2.108 4.313 0.552 0.2341
H -0.467 2.629 -0.168 0.2405
H 1.772 3.330 -0.930 0.2655
H 4.981 5.262 3.086 0.3843
H 4.338 5.105 4.588 0.4015
H 1.498 4.226 4.622 0.5004
N -0.202 -3.104 -0.455 -0.5049
C -1.060 -3.916 -1.143 -0.0658
C -1.940 -3.116 -1.823 -0.3216
C -1.592 -1.768 -1.529 -0.3171
C -0.514 -1.794 -0.683 -0.0747
H 0.553 -3.422 0.125 0.4134
H -0.972 -4.988 -1.098 0.2046
H -2.735 -3.460 -2.464 0.2178
H -2.065 -0.876 -1.907 0.2144
H 0.051 -0.997 -0.231 0.2313
N -4.990 -0.599 -2.449 -0.5083
C -5.572 0.610 -2.190 -0.0777
C -6.418 0.899 -3.228 -0.3105
C -6.341 -0.181 -4.149 -0.2968
C -5.451 -1.088 -3.639 -0.0795
H -4.322 -1.059 -1.855 0.4177
H -5.339 1.160 -1.295 0.2074
H -7.024 1.785 -3.319 0.2196
H -6.876 -0.279 -5.079 0.2180
H -5.109 -2.035 -4.022 0.2090
N 3.072 -6.767 0.090 -0.5031
C 2.365 -5.659 0.466 -0.0869
C 3.261 -4.695 0.846 -0.2984
C 4.563 -5.246 0.690 -0.3053
C 4.412 -6.523 0.224 -0.0716
H 2.670 -7.626 -0.235 0.4124
H 1.288 -5.658 0.437 0.2012
H 3.018 -3.707 1.201 0.2173
H 5.500 -4.758 0.900 0.2238
H 5.141 -7.275 -0.024 0.2121
```

Structure (SMILES): C[C@@H](Cl)[C@@H](Cl)C1=C(P(N)O)C(=O)OC1=O.c1cc[nH]c1.c1cc[nH]c1.c1cc[nH]c1
HOMO (Ha): -0.299



# 2
Formula: C31H33CoF3N2O4P2
Source: the OMol25 dataset
Level of theory: ωB97M-V with the def2-TZVPD basis set

Structure (XYZ):
```
76
Properties=species:S:1:pos:R:3:lowdin_charge:R:1
Co -0.157 0.058 0.114 0.9757
O -0.878 -1.300 -0.976 -0.3810
P -2.198 -1.480 -1.788 0.8519
C -2.496 0.068 -2.692 -0.2608
P -2.210 1.524 -1.659 0.8557
O -0.798 1.362 -1.006 -0.3926
C -2.233 2.950 -2.700 -0.2966
C -1.345 3.994 -2.434 -0.0614
C -1.350 5.111 -3.253 -0.0392
C -2.244 5.193 -4.312 -0.0229
C -3.125 4.151 -4.577 -0.0362
C -3.130 3.027 -3.768 -0.0687
C -3.444 1.582 -0.388 -0.2980
C -4.795 1.580 -0.733 -0.0605
C -5.752 1.663 0.265 -0.0315
C -5.364 1.774 1.596 -0.0249
C -4.020 1.780 1.942 -0.0374
C -3.056 1.690 0.950 -0.0756
C -1.962 -2.767 -2.979 -0.2890
C -2.670 -3.966 -2.894 -0.0472
C -2.428 -4.966 -3.825 -0.0297
C -1.480 -4.777 -4.820 -0.0238
C -0.762 -3.585 -4.898 -0.0480
C -0.995 -2.582 -3.978 -0.0879
C -3.612 -1.781 -0.773 -0.3158
C -3.491 -1.803 0.615 -0.0646
C -4.608 -2.053 1.396 -0.0343
C -5.836 -2.286 0.792 -0.0243
C -5.959 -2.261 -0.593 -0.0345
C -4.850 -2.012 -1.382 -0.0830
H -3.522 0.060 -3.071 0.0901
H -1.813 0.131 -3.543 0.0902
H -0.661 3.936 -1.596 0.1085
H -0.659 5.922 -3.064 0.1228
H -2.268 6.082 -4.928 0.1271
H -3.810 4.216 -5.412 0.1251
H -3.835 2.229 -3.976 0.1066
H -5.108 1.525 -1.771 0.1156
H -6.802 1.664 0.004 0.1266
H -6.116 1.880 2.367 0.1273
H -3.726 1.875 2.979 0.1251
H -2.008 1.725 1.224 0.0901
H -3.399 -4.124 -2.110 0.1125
H -2.980 -5.895 -3.771 0.1268
H -1.290 -5.565 -5.536 0.1272
H -0.031 -3.445 -5.684 0.1201
H -0.437 -1.652 -4.043 0.1005
H -2.530 -1.636 1.079 0.0814
H -4.520 -2.086 2.474 0.1250
H -6.702 -2.505 1.403 0.1273
H -6.919 -2.446 -1.058 0.1261
H -4.947 -2.007 -2.463 0.1232
F 1.429 -2.573 1.753 0.1023
C 0.306 -2.652 2.531 -0.5526
F -0.619 -3.285 1.810 0.1856
F 0.589 -3.322 3.607 0.2475
C -0.192 -1.231 2.852 -0.4083
O -0.656 -0.938 3.891 0.2592
O -0.051 -0.377 1.796 -0.1252
N 4.443 -1.405 -0.403 0.0845
C 3.561 -1.461 -1.623 -0.0655
C 2.107 -1.298 -1.202 -0.1469
N 1.872 -0.031 -0.448 -0.0700
C 2.805 0.070 0.712 -0.1400
C 4.262 -0.085 0.302 -0.0652
H 5.423 -1.546 -0.658 0.1998
H 4.194 -2.167 0.233 0.1922
H 3.707 -2.412 -2.130 0.1532
H 3.883 -0.659 -2.287 0.1488
H 1.805 -2.128 -0.562 0.1250
H 1.472 -1.324 -2.084 0.1235
H 2.026 0.765 -1.068 0.1480
H 2.533 -0.707 1.427 0.1105
H 2.681 1.032 1.205 0.1498
H 4.909 -0.053 1.176 0.1554
H 4.579 0.694 -0.391 0.1491
```

Net charge: +3
⟨S²⟩: 6.01
HOMO (alpha / beta) (Ha): -0.611 / -0.611
Spin multiplicity: 5



# 3
Formula: C38H52BN9ORb
Source: the OMol25 dataset
Level of theory: ωB97M-V with the def2-TZVPD basis set

Structure (XYZ):
```
102
Properties=species:S:1:pos:R:3:lowdin_charge:R:1
Rb 0.029 -0.547 -0.329 0.7832
C -3.220 -4.019 -3.878 -0.0293
C -2.960 -2.647 -3.346 -0.2717
C -3.171 -1.453 -4.004 0.0112
C -2.781 -0.457 -3.087 -0.2713
N -2.348 -1.019 -1.970 0.0493
N -2.461 -2.356 -2.118 0.0244
B -2.363 -3.304 -0.881 -0.4990
N -0.908 -3.737 -0.537 0.0125
N -0.221 -3.169 0.475 0.0039
C 0.894 -3.863 0.643 -0.2767
C 0.942 -4.914 -0.294 0.0144
C -0.226 -4.804 -1.021 -0.2719
C -0.693 -5.695 -2.124 -0.0244
C 1.878 -3.587 1.755 -0.5453
C 1.997 -4.860 2.609 -0.0528
C 1.390 -2.442 2.648 -0.0506
C 3.250 -3.240 1.165 -0.0345
N -3.010 -2.617 0.337 0.0155
N -2.569 -1.455 0.866 0.0795
C -3.370 -1.159 1.873 -0.2677
C -4.362 -2.154 2.012 0.0095
C -4.093 -3.066 1.015 -0.2753
C -4.838 -4.323 0.699 -0.0374
C -3.213 0.073 2.733 -0.5481
C -2.918 -0.363 4.175 -0.0438
C -2.076 0.973 2.244 -0.0583
C -4.523 0.872 2.704 -0.0482
C -2.906 1.039 -3.249 -0.5449
C -4.319 1.352 -3.762 -0.0515
C -1.873 1.545 -4.263 -0.0410
C -2.705 1.745 -1.905 -0.0559
H -3.869 -3.949 -4.750 0.0759
H -3.701 -4.653 -3.134 0.0654
H -2.292 -4.504 -4.184 0.0659
H -3.564 -1.331 -5.001 0.1027
H -2.988 -4.294 -1.139 0.1013
H 1.709 -5.661 -0.429 0.1053
H -0.205 -6.665 -2.038 0.0773
H -0.446 -5.279 -3.102 0.0768
H -1.772 -5.842 -2.079 0.0608
H 1.026 -5.108 3.045 0.0882
H 2.715 -4.706 3.418 0.0788
H 2.331 -5.707 2.008 0.0733
H 0.347 -2.602 2.929 0.0802
H 1.469 -1.485 2.133 0.0556
H 1.997 -2.395 3.554 0.0850
H 3.620 -4.058 0.541 0.0803
H 3.974 -3.066 1.966 0.0872
H 3.201 -2.334 0.558 0.0636
H -5.161 -2.211 2.735 0.1008
H -5.649 -4.446 1.416 0.0723
H -4.186 -5.196 0.757 0.0785
H -5.265 -4.290 -0.305 0.0766
H -1.989 -0.934 4.212 0.0848
H -3.721 -0.992 4.563 0.0776
H -2.816 0.509 4.826 0.0810
H -1.124 0.445 2.300 0.0651
H -2.018 1.865 2.870 0.0879
H -2.252 1.278 1.210 0.0680
H -5.361 0.264 3.047 0.0747
H -4.740 1.209 1.688 0.0846
H -4.449 1.751 3.351 0.0803
H -4.476 0.933 -4.757 0.0739
H -4.475 2.433 -3.816 0.0799
H -5.066 0.925 -3.090 0.0906
H -2.019 1.067 -5.234 0.0808
H -0.862 1.321 -3.918 0.0751
H -1.962 2.628 -4.394 0.0843
H -3.368 1.314 -1.153 0.0814
H -2.925 2.811 -2.006 0.0864
H -1.679 1.637 -1.559 0.0470
N 5.952 4.521 0.540 0.1579
C 6.685 5.481 1.194 -0.2023
C 8.039 5.769 1.230 -0.0394
C 8.433 6.850 2.006 -0.1234
C 7.499 7.608 2.715 -0.1223
C 6.144 7.315 2.676 -0.0308
C 5.725 6.236 1.903 -0.2403
N 4.465 5.732 1.680 0.1616
C 4.621 4.710 0.866 -0.2746
C 3.566 3.882 0.342 -0.1595
C 3.768 2.926 -0.606 -0.0060
C 2.687 2.057 -1.015 -0.3440
N 1.340 2.654 -0.969 -0.1780
C 1.171 3.521 0.147 -0.1247
C 2.188 4.095 0.788 -0.0272
H 6.309 3.772 -0.021 0.1438
H 8.760 5.174 0.682 0.1009
H 9.483 7.111 2.063 0.0895
H 7.847 8.443 3.310 0.0894
H 5.424 7.901 3.233 0.1033
H 4.760 2.679 -0.966 0.1110
H 2.851 1.624 -2.004 0.1310
H 0.138 3.689 0.435 0.1107
H 2.033 4.720 1.656 0.0994
O 3.577 -0.073 -0.228 -0.1191
C 2.643 0.682 -0.063 -0.3182
C 0.988 3.342 -2.211 -0.0870
H 1.043 2.639 -3.043 0.0720
H 1.658 4.187 -2.426 0.0899
H -0.035 3.720 -2.138 0.0774
```

Net charge: -1
HOMO (Ha): -0.110



# 4
Formula: C39H56AsF6MnN4SSi
Source: the OMol25 dataset
Level of theory: ωB97M-V with the def2-TZVPD basis set

Structure (XYZ):
```
109
Properties=species:S:1:pos:R:3:lowdin_charge:R:1
Mn 0.403 0.186 -1.774 0.8095
N -0.035 1.121 -3.565 0.0603
C -1.411 1.658 -3.416 -0.2116
C -2.401 1.340 -4.301 -0.0246
C -3.660 1.880 -4.184 -0.0328
C -3.827 2.774 -3.147 -0.0545
C -2.817 3.140 -2.276 -0.0135
C -1.542 2.588 -2.348 -0.1279
C -0.504 3.007 -1.353 -0.1233
C -0.335 4.330 -0.834 0.0123
C 0.626 4.599 0.185 -0.0218
C 1.425 3.504 0.613 -0.0825
C 1.366 2.296 -0.042 -0.1450
C 0.458 1.975 -1.033 -0.1536
H -0.040 0.631 -4.406 0.0902
H 0.644 1.873 -3.707 0.1374
H -2.157 0.664 -5.083 0.1205
H -4.544 1.618 -4.728 0.1239
H -4.697 3.372 -3.069 0.1108
H -2.943 3.918 -1.541 0.1204
H -0.937 5.136 -1.054 0.0895
H 0.642 5.626 0.620 0.1347
H 2.136 3.551 1.383 0.0997
H 2.137 1.588 0.257 0.0976
F -2.049 -2.573 -1.114 -0.1758
As -1.075 -3.316 -2.796 1.0246
F -0.393 -1.702 -2.887 -0.2602
F -2.481 -2.535 -3.508 -0.2146
F -2.127 -4.689 -2.364 -0.2031
F -0.360 -3.919 -4.243 -0.1719
F 0.280 -3.810 -1.798 -0.2052
N 0.193 -0.822 0.039 -0.0203
S 0.397 -0.382 4.104 1.0224
C 2.088 -0.081 3.704 -0.5399
C 2.780 -1.221 3.204 -0.1042
C 4.161 -1.032 3.046 -0.0891
C 4.824 0.178 3.325 -0.0678
C 4.099 1.216 3.886 -0.0754
C 2.766 1.055 4.082 -0.1229
C -0.588 1.093 3.920 -0.5611
C -1.757 1.089 4.579 -0.1304
C -2.594 2.172 4.421 -0.0523
C -2.214 3.244 3.618 -0.0850
C -1.052 3.178 2.973 -0.0836
C -0.186 2.099 3.123 -0.1084
H 0.758 -0.351 0.663 0.0366
H 2.108 -2.070 2.847 0.1077
H 4.753 -1.795 2.645 0.0815
H 5.879 0.147 3.044 0.1112
H 4.582 2.169 4.084 0.1197
H 2.299 1.847 4.607 0.1119
H -2.040 0.184 5.166 0.1285
H -3.612 2.160 4.883 0.1322
H -2.755 4.153 3.440 0.1136
H -0.722 4.014 2.368 0.0958
H 0.767 2.071 2.643 0.0682
C -1.233 -0.596 0.507 -0.1908
Si -2.615 -1.890 0.299 0.7140
C -4.209 -0.976 -0.058 -0.6200
C -4.415 -0.584 -1.499 -0.0966
C -5.465 -1.747 0.240 -0.1020
C -4.195 0.356 0.713 -0.0691
C -2.449 -3.362 1.506 -0.5955
C -0.981 -3.871 1.517 -0.0881
C -2.811 -3.044 2.945 -0.0730
C -3.306 -4.532 0.989 -0.0706
H -1.158 -0.257 1.559 0.0742
H -1.677 0.267 -0.119 0.0941
H 0.513 -1.774 0.341 0.1058
H -4.758 -1.366 -2.208 0.1088
H -3.460 -0.171 -1.874 0.0665
H -5.177 0.193 -1.458 0.0966
H -5.508 -2.689 -0.278 0.0770
H -6.462 -1.207 0.041 0.1360
H -5.484 -2.068 1.285 0.0796
H -3.770 1.143 0.150 0.0519
H -3.612 0.419 1.680 0.0969
H -5.267 0.558 0.911 0.1095
H -0.307 -3.112 1.992 0.0712
H -0.689 -4.210 0.508 0.0674
H -0.763 -4.789 2.060 0.0969
H -2.098 -2.245 3.261 0.0719
H -2.855 -3.906 3.645 0.1179
H -3.774 -2.632 2.946 0.0496
H -2.969 -4.696 -0.072 0.0774
H -4.370 -4.402 1.007 0.0686
H -3.089 -5.422 1.598 0.1046
C 6.383 -1.272 -2.549 -0.0531
C 5.766 -0.820 -1.247 -0.2298
N 4.650 0.098 -1.283 -0.0441
C 4.905 1.579 -1.454 -0.1497
C 4.925 2.004 -2.917 -0.0539
C 3.438 -0.418 -1.514 -0.3687
C 3.129 -1.827 -1.222 0.0092
N 2.397 0.364 -1.819 0.0486
H 7.359 -1.776 -2.373 0.1048
H 6.580 -0.450 -3.228 0.0713
H 5.741 -2.046 -2.995 0.0818
H 6.473 -0.327 -0.531 0.1407
H 5.490 -1.792 -0.772 0.1184
H 5.787 1.801 -0.851 0.1277
H 4.182 2.123 -0.822 0.1106
H 5.868 2.038 -3.390 0.0648
H 4.549 3.090 -3.012 0.1227
H 4.299 1.332 -3.429 0.0515
H 3.070 -1.985 -0.097 0.1260
H 3.856 -2.470 -1.721 0.0921
H 2.149 -2.040 -1.681 0.0599
H 2.699 1.259 -2.124 0.0406
```

Net charge: +2
⟨S²⟩: 2.07
HOMO (alpha / beta) (Ha): -0.458 / -0.458
Spin multiplicity: 3